Record 1
2 unconnected molecules or ions with the total composition C12H9ClF3N2O6S2 in a non-equilibrium geometry. Source: the OMol25 dataset; level of theory: ωB97M-V/def2-TZVPD.

Geometry as ORCA input:
```
! wB97M-V def2-TZVPD RIJCOSX def2/J DEFGRID3
* xyz -1 1
F 2.35762 -3.10091 0.35819
C 1.03024 -3.04277 0.65419
F 0.68026 -4.18715 1.29664
F 0.83236 -1.99198 1.49708
S 0.07629 -2.87087 -0.87566
N -1.48276 -3.02638 -0.12768
C -2.19676 -1.86267 0.22594
O -1.84599 -0.71889 0.03295
C -3.46536 -2.36190 0.90787
C -3.42232 -3.87711 0.87856
C -2.12721 -4.26479 0.16058
O -1.71075 -5.36765 -0.10185
H -3.48478 -1.98674 1.94506
H -4.34997 -1.98035 0.37225
H -3.41468 -4.29662 1.90173
H -4.29448 -4.29428 0.34369
O 1.31532 5.03563 2.95293
N 0.63407 4.05517 2.56161
O -0.26328 3.53375 3.26866
C 0.88758 3.51884 1.26872
C 0.14271 2.41178 0.81285
C 0.39380 1.89735 -0.45671
C 1.34546 2.49291 -1.28762
S 1.62065 1.74758 -2.91764
C 2.72547 0.47236 -2.54830
Cl 3.28640 -0.41061 -3.86367
O 0.36269 1.22651 -3.41014
O 2.31387 2.77488 -3.65533
C 2.10309 3.58777 -0.82526
C 1.88090 4.10147 0.45406
H -0.61859 1.96048 1.44787
H -0.16016 1.02166 -0.79018
H 3.51391 0.81703 -1.88048
H 2.87479 4.04348 -1.44471
H 2.45964 4.94304 0.84380
*
```

Output
ΔE to the lowest compared entry with this formula, charge and spin (kJ/mol): 0.00
E_LUMO (eV): 1.52
Highest occupied orbital energy (Ha): -0.1063
DFT total energy (eV): -70198.0363

***

Record 2
A molecular structure, C12H9FO3Yb in a non-equilibrium geometry. Source: the OMol25 dataset; level of theory: ωB97M-V/def2-TZVPD.

Geometry as ORCA input:
```
! wB97M-V def2-TZVPD RIJCOSX def2/J DEFGRID3
* xyz 2 1
C 0.98059 -2.14372 0.37996
C 1.28916 -0.67162 0.06838
C 2.39507 -0.13961 0.73636
C 2.76783 1.18212 0.50990
C 1.97066 1.99718 -0.39521
C 0.87411 1.45054 -1.02177
C 0.51107 0.10860 -0.81217
C -0.72765 -0.45668 -1.53581
C -1.90608 -0.24589 -0.60223
C -2.36268 -1.07831 0.31911
F -1.98179 -2.29334 0.67083
C -3.55297 -0.51481 1.11024
O -4.26516 -1.03592 1.89614
O -3.55225 0.81491 0.68515
C -2.84904 0.95773 -0.49202
O -2.92230 1.85792 -1.26606
H 0.33379 -2.52241 -0.41274
H 1.90296 -2.71818 0.50828
H 0.41675 -2.16047 1.32577
H 2.96229 -0.76263 1.43108
H 3.68274 1.54145 1.06179
H 2.27402 3.04317 -0.54350
H 0.29074 2.08785 -1.69035
H -0.84371 0.15042 -2.44583
H -0.57391 -1.50405 -1.81158
Yb 2.88574 3.05574 2.32628
*
```

Output
ΔE to the lowest compared entry with this formula, charge and spin (kJ/mol): 0.00
E_LUMO (eV): -10.27
Highest occupied orbital energy (Ha): -0.5828
DFT total energy (eV): -52960.3424

***

Record 3
A molecular structure, C12H9NO3PtS. Source: the OMol25 dataset; level of theory: ωB97M-V/def2-TZVPD.

Geometry as ORCA input:
```
! wB97M-V def2-TZVPD RIJCOSX def2/J DEFGRID3
* xyz 0 1
Pt 0.05454 -0.44498 -1.93780
C 0.18107 0.88208 -3.59387
C 1.17179 -0.16670 -3.88095
C 0.44766 -1.35302 -3.96131
C -0.98290 -1.03299 -3.88935
C -1.14967 0.34994 -3.83413
H 0.42189 1.91979 -3.42587
H 2.24122 -0.04732 -3.89456
H 0.85076 -2.34776 -4.06267
H -1.77498 -1.76482 -3.90764
H -2.07837 0.88883 -3.76201
O -0.45005 2.48389 0.32990
C -0.08288 1.39314 0.69887
N 0.43491 0.40565 -0.09533
S 0.80791 -0.96199 0.68770
O -0.07246 -1.93913 0.03057
O 2.19760 -1.29431 0.74291
C 0.25194 -0.41119 2.26657
C 0.26033 -1.06038 3.48374
C -0.16492 -0.33515 4.58957
C -0.55983 0.99267 4.46370
C -0.54427 1.63172 3.23094
C -0.13293 0.90940 2.12625
H 0.58569 -2.08769 3.57252
H -0.18398 -0.80692 5.56272
H -0.88218 1.53372 5.34347
H -0.84791 2.66349 3.11603
*
```

Output
ΔE to the lowest compared entry with this formula, charge and spin (kJ/mol): 0.00
E_LUMO (eV): -0.58
Highest occupied orbital energy (Ha): -0.2852
DFT total energy (eV): -34302.3501